Entry 1:
DFT (ωB97M-V with the def2-TZVPD basis set) results for a cluster of 9 separate species, C52H128O34P8S in total at a distorted geometry.

As for the total charge: 0. The gap between HOMO and LUMO comes out at 0.3750 hartree. Its spin multiplicity is 1. As for the structure (SMILES): CCOP(=O)(OCC)OCC.CCOP(=O)(OCC)OCC.CCOP(=O)(OCC)OCC.CCOP(=O)(OCC)OCC.CCOP(=O)(OCC)OCC.CCOP(=O)(OCC)OCC.CCOP(=O)(OCC)OCC.CCOP(=O)(OCC)OCC.O=S1(=O)CCCC1. The lowest unoccupied orbital energy comes out at -0.02 eV.

Atoms and positions in Å:
C (1.47447, 9.70238, 3.16201)
C (1.85316, 10.20406, 4.51403)
O (0.80456, 10.62950, 5.23581)
P (0.14906, 9.63077, 6.44887)
O (-0.71712, 10.36265, 7.46711)
O (1.32330, 8.60151, 6.87637)
C (1.09877, 7.42142, 7.64835)
C (2.37740, 6.95433, 8.40320)
O (-0.77468, 8.66070, 5.50213)
C (-1.94149, 8.01922, 6.02345)
C (-2.71688, 7.70906, 4.68860)
H (2.17001, 8.88559, 2.96922)
H (0.51310, 9.20328, 3.04055)
H (1.66432, 10.37909, 2.32888)
H (2.49418, 9.47909, 5.01565)
H (2.50507, 11.06828, 4.38663)
H (0.19422, 7.50398, 8.25091)
H (0.83416, 6.59186, 6.99268)
H (3.08483, 7.38984, 7.69754)
H (2.45823, 7.48937, 9.34940)
H (2.36021, 5.87226, 8.53332)
H (-1.65685, 7.16313, 6.63517)
H (-2.57027, 8.70636, 6.58966)
H (-3.75338, 7.70078, 5.02580)
H (-2.69641, 8.47105, 3.90946)
H (-2.52361, 6.72392, 4.26404)
C (8.57453, 2.82422, -8.80129)
C (7.18361, 3.61464, -8.99567)
O (6.35722, 2.76442, -9.84552)
P (5.13160, 3.39244, -10.67310)
O (5.39558, 4.67784, -11.42902)
O (3.99526, 3.41989, -9.54529)
C (2.69777, 3.99060, -9.76471)
C (2.45325, 5.18483, -10.72698)
O (4.86773, 2.16788, -11.71555)
C (5.39947, 2.21954, -12.98524)
C (6.09467, 0.89735, -13.23553)
H (9.30172, 3.11815, -8.04438)
H (8.49503, 1.75515, -8.60415)
H (8.87382, 2.89840, -9.84676)
H (6.75623, 4.01956, -8.07834)
H (7.57247, 4.53351, -9.43449)
H (1.88538, 3.27675, -9.62856)
H (2.49702, 4.43875, -8.79158)
H (1.41018, 5.49416, -10.79356)
H (3.14959, 6.01945, -10.64569)
H (2.76168, 4.86867, -11.72346)
H (4.54491, 2.27802, -13.65933)
H (6.11850, 3.02840, -13.11496)
H (5.38967, 0.06719, -13.27924)
H (6.83493, 0.84838, -14.03409)
H (6.79430, 0.58573, -12.45995)
C (-6.42414, -8.66296, 4.56256)
C (-7.17536, -9.38349, 3.46512)
O (-6.58054, -8.83755, 2.23824)
P (-7.53966, -8.56671, 0.93151)
O (-8.92306, -8.27573, 1.13598)
O (-6.74926, -7.48998, -0.04358)
C (-6.26651, -6.25342, 0.53672)
C (-5.03731, -5.69610, -0.21568)
O (-7.49095, -10.00974, 0.18114)
C (-7.92059, -11.27328, 0.72656)
C (-6.64336, -12.05681, 1.07146)
H (-6.17579, -7.61204, 4.41428)
H (-6.99240, -8.82289, 5.47885)
H (-5.42941, -9.04047, 4.79937)
H (-7.41109, -10.41863, 3.71211)
H (-8.22265, -9.13338, 3.29560)
H (-7.08820, -5.53740, 0.52139)
H (-6.05876, -6.33178, 1.60387)
H (-5.17689, -6.32245, -1.09676)
H (-5.02984, -4.62458, -0.41536)
H (-4.02395, -5.95308, 0.09282)
H (-8.58799, -11.18196, 1.58349)
H (-8.40916, -11.71457, -0.14216)
H (-5.82664, -12.10237, 0.35104)
H (-6.12766, -11.65664, 1.94440)
H (-6.98975, -13.07426, 1.25285)
C (-0.66885, -1.32643, -13.75745)
C (-1.56284, -0.98255, -12.47840)
O (-1.61559, -1.91862, -11.43970)
P (-2.56182, -1.64076, -10.15999)
O (-1.99602, -0.75590, -9.07336)
O (-4.00923, -1.12073, -10.92684)
C (-5.03069, -0.97993, -9.93984)
C (-5.88024, -2.35858, -9.87771)
O (-3.02352, -3.12074, -9.76875)
C (-2.13162, -4.17539, -9.56100)
C (-2.26588, -5.45574, -10.48258)
H (-1.10256, -2.27666, -14.06899)
H (-0.90214, -0.53558, -14.47036)
H (0.39335, -1.48835, -13.57413)
H (-1.18728, -0.03483, -12.09256)
H (-2.51245, -0.71276, -12.94051)
H (-4.66375, -0.74796, -8.94001)
H (-5.51883, -0.09207, -10.34173)
H (-5.86928, -2.85883, -8.90935)
H (-6.85430, -2.20189, -10.34112)
H (-5.38849, -3.17148, -10.41201)
H (-1.11215, -3.93525, -9.25915)
H (-2.44870, -4.42780, -8.54915)
H (-2.55057, -5.24310, -11.51303)
H (-1.52284, -6.25323, -10.48310)
H (-3.08041, -6.04800, -10.06560)
C (-6.54638, 3.53522, 0.38331)
C (-6.36697, 4.21993, -1.01707)
O (-6.12898, 5.56813, -0.75782)
P (-7.01698, 6.79658, -1.33482)
O (-6.48771, 8.12621, -0.90585)
O (-8.55802, 6.30783, -0.96167)
C (-9.67927, 7.09969, -1.28292)
C (-10.90275, 6.70434, -0.38867)
O (-7.07867, 6.56098, -2.93616)
C (-6.14598, 7.09148, -3.89036)
C (-4.84849, 6.33732, -3.83186)
H (-7.02797, 2.56267, 0.28168)
H (-5.56219, 3.54175, 0.85172)
H (-7.20213, 4.07083, 1.06976)
H (-5.40362, 3.89070, -1.40652)
H (-7.14007, 4.06990, -1.77066)
H (-9.49959, 8.15814, -1.09454)
H (-9.90189, 7.07135, -2.34957)
H (-11.76569, 7.32728, -0.62399)
H (-11.24092, 5.70272, -0.65419)
H (-10.59032, 6.66620, 0.65490)
H (-6.53152, 7.00007, -4.90579)
H (-5.97989, 8.14769, -3.67839)
H (-4.29600, 6.52832, -2.91187)
H (-5.21760, 5.31621, -3.92782)
H (-4.17324, 6.70468, -4.60463)
C (0.30176, 0.84326, -2.25853)
C (1.49418, -0.15899, -2.26083)
O (2.33270, -0.11873, -1.08983)
P (1.58317, -0.49110, 0.36953)
O (0.17097, -0.95133, 0.22940)
O (1.85351, 0.82390, 1.32902)
C (0.80143, 1.33790, 2.24114)
C (0.49369, 2.79132, 2.09239)
O (2.50623, -1.70192, 1.05331)
C (1.76442, -2.89964, 1.47389)
C (2.51023, -3.53210, 2.73670)
H (0.33786, 1.44657, -3.16562)
H (-0.65891, 0.33038, -2.30526)
H (0.32182, 1.50090, -1.38950)
H (1.24975, -1.17719, -2.56353)
H (2.19569, 0.10970, -3.05063)
H (-0.10590, 0.77293, 2.02748)
H (1.17579, 0.93849, 3.18371)
H (-0.28233, 3.12357, 2.78195)
H (1.49414, 3.21693, 2.17035)
H (0.13808, 3.32390, 1.21035)
H (0.87242, -2.47116, 1.93089)
H (1.36818, -3.61828, 0.75649)
H (2.99809, -2.79830, 3.37829)
H (1.69464, -4.13527, 3.13556)
H (3.23137, -4.26868, 2.38242)
C (2.97369, -0.20861, 10.02006)
C (3.86048, -0.28583, 11.26415)
O (3.37238, 0.58173, 12.21717)
P (3.68904, 0.16896, 13.77298)
O (3.04579, -1.13598, 14.03632)
O (5.29958, 0.15827, 13.79569)
C (6.04611, 1.35034, 14.01341)
C (6.48539, 1.41566, 15.48170)
O (3.22520, 1.45740, 14.67903)
C (1.94238, 1.93671, 14.80489)
C (1.11773, 1.74984, 13.50171)
H (1.97148, -0.25401, 10.44622)
H (3.18331, 0.67675, 9.41980)
H (3.12535, -1.05801, 9.35401)
H (3.93340, -1.30028, 11.65615)
H (4.89653, -0.15347, 10.95239)
H (6.95913, 1.37088, 13.41834)
H (5.44885, 2.21363, 13.71995)
H (5.64179, 1.68884, 16.11558)
H (6.94253, 0.50710, 15.87365)
H (7.37553, 2.02783, 15.62661)
H (1.60986, 1.41698, 15.70345)
H (1.95220, 2.94979, 15.20700)
H (1.02944, 0.69668, 13.23499)
H (0.16277, 2.21120, 13.75330)
H (1.46654, 2.21757, 12.58102)
C (7.14041, -2.87987, -3.27211)
C (6.72667, -4.06558, -2.47929)
O (7.46942, -5.27700, -2.75979)
P (7.66229, -6.42567, -1.60942)
O (6.40687, -6.77199, -0.93836)
O (8.36125, -7.59890, -2.56693)
C (9.56104, -7.41875, -3.20228)
C (10.05367, -8.83133, -3.51321)
O (8.87623, -5.86134, -0.67692)
C (8.63395, -5.33115, 0.67189)
C (8.86227, -6.42020, 1.67936)
H (6.77974, -1.87130, -3.07013)
H (8.22036, -2.81542, -3.13923)
H (7.17263, -3.17015, -4.32225)
H (6.96157, -3.87583, -1.43196)
H (5.63820, -4.11263, -2.44561)
H (9.48860, -6.93107, -4.17440)
H (10.31619, -6.96829, -2.55812)
H (9.28338, -9.41066, -4.02224)
H (10.94521, -8.75001, -4.13503)
H (10.39864, -9.33954, -2.61276)
H (9.28114, -4.48235, 0.89276)
H (7.68727, -4.79127, 0.65091)
H (8.66099, -6.09813, 2.70105)
H (8.11125, -7.17337, 1.44100)
H (9.78880, -6.97638, 1.53686)
O (-3.27438, 1.03068, 6.37020)
S (-4.02137, -0.18950, 6.30405)
O (-5.43877, -0.18211, 6.10452)
C (-3.49773, -1.38782, 5.04088)
C (-3.93213, -2.66900, 5.59114)
C (-3.27184, -2.72364, 7.00298)
C (-3.60230, -1.39643, 7.71947)
H (-2.41124, -1.32909, 4.97616)
H (-3.93657, -1.19142, 4.06264)
H (-5.00649, -2.84584, 5.64183)
H (-3.51939, -3.52208, 5.05263)
H (-2.20144, -2.82745, 6.82532)
H (-3.81779, -3.52268, 7.50455)
H (-2.59805, -1.13579, 8.05363)
H (-4.44271, -1.21471, 8.38938)

Entry 2:
DFT (ωB97M-V with the def2-TZVPD basis set) results for a cluster of 3 separate species, C6H10O in total.

As for the total charge: 0. The gap between HOMO and LUMO comes out at 0.3243 hartree. Its spin multiplicity is 1. As for the structure (SMILES): C=CO.C#C.C=C. The lowest unoccupied orbital energy comes out at 0.93 eV. The value obtained for the energy above the lowest of the compared OMol25 structures with the same formula, charge and spin is 137.3 kcal/mol.

Atoms and positions in Å:
C (0.40604, -1.40592, -0.56271)
C (1.52583, -0.80454, -0.05597)
O (1.92545, -0.97462, 1.23525)
H (0.02072, -2.30164, -0.08937)
H (0.20912, -1.29364, -1.62391)
H (2.34027, -0.46788, -0.67901)
H (1.15453, -1.25077, 1.74978)
C (0.00511, 1.95532, -0.40228)
C (1.15416, 1.50048, -0.38356)
H (-0.63078, 2.81224, -0.51966)
H (2.21026, 1.63529, -0.49068)
C (-1.47681, -0.55605, 0.33489)
C (-1.67515, 0.79141, 0.15002)
H (-1.22497, -0.91787, 1.33013)
H (-1.96723, -1.27593, -0.30994)
H (-2.26937, 1.11299, -0.70177)
H (-1.70719, 1.44113, 1.01879)

- What is the gap between HOMO and LUMO in the first record?
  0.3750 hartree